# 1
Formula: C3H5NS4
Source: OMol25
Level of theory: the ωB97M-V functional and the def2-TZVPD basis

Output
* LUMO: -0.32 eV
* spin multiplicity: 1
* E_HOMO: -8.63 eV
* ΔE to the lowest compared entry with this formula, charge and spin: 18.4 kcal per mole
* frontier orbital gap: 0.3051 Eh

Each line ends with the Löwdin charge.
Atoms and positions in Å:
C -1.52 -0.43 0.25  -1.242
C 0.44 1.35 -0.82  -0.782
C 2.57 -0.53 -0.06  -1.095
H -2.68 -0.02 1.92  0.103
H -3.19 -1.36 1.03  0.135
H 0.56 2.46 -1.17  0.093
H 0.17 0.75 -1.60  -0.049
H 1.74 -1.16 -0.43  -0.006
N -2.36 -0.74 1.25  -0.018
S -1.14 -1.44 -1.03  0.600
S -0.79 1.10 0.45  0.876
S 2.12 1.05 -0.28  0.830
S 4.06 -1.04 0.49  0.554


# 2
Formula: C26H34BrN5O4
Source: OMol25
Level of theory: the ωB97M-V functional and the def2-TZVPD basis

Output
* SMILES: C[C@H]1CCCCN1CCCNc1ccc([C@@H](CC(N)=O)NC(=O)Cc2ccc(Br)cc2)cc1[N+](=O)[O-]
* LUMO: -0.21 eV
* spin multiplicity: 1
* E_HOMO: -7.95 eV
* ΔE to the lowest compared entry with this formula, charge and spin: 0.0 kcal per mole
* frontier orbital gap: 0.2847 Eh

Each line ends with the Löwdin charge.
Atoms and positions in Å:
C -0.56 -4.04 4.62  -0.042
C 0.02 -3.23 3.44  -0.362
C 0.80 -2.01 3.94  -0.153
C 2.12 -2.41 4.59  -0.189
C 2.93 -3.22 3.58  -0.173
C 2.11 -4.42 3.11  -0.186
N 0.85 -4.00 2.53  -0.159
C 0.16 -5.10 1.87  -0.201
C 0.62 -5.26 0.42  -0.156
C 0.05 -4.19 -0.50  -0.201
N 0.60 -2.90 -0.19  0.054
C 0.35 -1.79 -0.90  -0.167
C -0.56 -1.81 -1.98  -0.006
C -0.85 -0.69 -2.71  -0.016
C -0.25 0.55 -2.43  -0.170
C -0.63 1.75 -3.25  -0.243
C -2.09 2.18 -2.97  -0.036
C -2.28 2.76 -1.58  -0.515
N -3.56 3.08 -1.29  0.178
O -1.38 2.95 -0.79  0.064
N 0.24 2.88 -3.02  0.106
C 0.53 3.77 -3.99  -0.487
O 0.34 3.58 -5.17  0.070
C 1.09 5.08 -3.42  -0.044
C 0.04 5.62 -2.50  -0.236
C 0.19 5.58 -1.12  -0.043
C -0.86 5.91 -0.28  -0.123
C -2.07 6.28 -0.83  -0.688
Br -3.56 6.63 0.31  0.718
C -2.23 6.38 -2.20  -0.124
C -1.18 6.05 -3.03  -0.027
C 0.66 0.59 -1.41  0.060
C 0.98 -0.54 -0.65  -0.073
N 1.97 -0.37 0.34  -0.332
O 2.50 0.73 0.46  0.071
O 2.30 -1.33 1.03  0.031
H -1.20 -3.39 5.22  0.081
H 0.22 -4.43 5.26  0.067
H -1.16 -4.87 4.26  0.069
H -0.83 -2.87 2.85  0.142
H 0.18 -1.44 4.63  0.114
H 1.03 -1.38 3.08  0.097
H 1.94 -2.99 5.49  0.105
H 2.67 -1.51 4.87  0.112
H 3.86 -3.57 4.02  0.112
H 3.15 -2.59 2.72  0.090
H 2.68 -4.96 2.35  0.117
H 1.96 -5.12 3.95  0.121
H 0.32 -6.05 2.41  0.122
H -0.91 -4.89 1.87  0.120
H 0.30 -6.24 0.06  0.113
H 1.71 -5.23 0.37  0.111
H 0.28 -4.45 -1.54  0.123
H -1.05 -4.17 -0.39  0.123
H 1.16 -2.84 0.66  0.105
H -1.05 -2.73 -2.23  0.098
H -1.54 -0.77 -3.54  0.120
H -0.55 1.51 -4.32  0.155
H -2.76 1.32 -3.09  0.119
H -2.38 2.94 -3.70  0.129
H -4.31 2.95 -1.94  0.107
H -3.76 3.50 -0.40  0.093
H 0.25 3.18 -2.05  0.107
H 2.02 4.89 -2.89  0.125
H 1.28 5.76 -4.25  0.127
H 1.13 5.26 -0.69  0.123
H -0.74 5.84 0.79  0.108
H -3.18 6.69 -2.62  0.102
H -1.30 6.09 -4.10  0.125
H 1.17 1.51 -1.15  0.119


# 3
Formula: C7H12O2
Source: OMol25
Level of theory: the ωB97M-V functional and the def2-TZVPD basis

Output
* SMILES: C[C@@H]1OC[C@@H]1[C@@H]1C[C@@H]1O
* LUMO: 0.63 eV
* spin multiplicity: 1
* E_HOMO: -9.03 eV
* ΔE to the lowest compared entry with this formula, charge and spin: 151.3 kcal per mole
* frontier orbital gap: 0.3551 Eh

Each line ends with the Löwdin charge.
Atoms and positions in Å:
C -1.23 0.16 1.38  -0.093
C 0.20 0.02 1.25  -0.392
O 1.06 1.06 1.81  -0.076
C 1.71 1.26 0.57  -0.123
C 1.04 0.01 0.00  -0.229
C 0.43 -0.10 -1.28  -0.175
C -0.94 0.50 -1.43  -0.065
C -0.78 -1.00 -1.68  -0.395
O -0.98 -1.86 -0.77  0.030
H -1.41 0.64 2.52  0.145
H -1.52 -1.13 1.37  0.164
H -2.05 0.85 0.66  0.137
H 0.18 -0.83 1.92  0.124
H 2.78 1.35 0.64  0.120
H 1.21 2.13 0.24  0.109
H 1.88 -0.65 0.11  0.143
H 1.10 0.17 -2.21  0.178
H -1.13 1.23 -2.21  0.111
H -1.51 0.70 -0.66  -0.023
H -0.64 -1.15 -2.71  0.124
H -2.02 -1.93 -0.80  0.184


# 4
Formula: C3H13AlN6O4
Source: OMol25
Level of theory: the ωB97M-V functional and the def2-TZVPD basis

Output
* total charge: +2
* LUMO: -12.76 eV
* spin multiplicity: 1
* E_HOMO: -16.32 eV
* ΔE to the lowest compared entry with this formula, charge and spin: 25.0 kcal per mole
* frontier orbital gap: 0.1307 Eh

Each line ends with the Löwdin charge.
Atoms and positions in Å:
Al -0.12 0.46 -1.70  1.456
O -1.92 0.77 -3.93  -0.084
H -2.82 0.97 -4.28  0.050
C 0.07 -3.06 -0.02  -0.642
O 0.65 -2.08 -0.51  -0.028
N 0.80 -4.07 0.55  0.193
N -1.21 -3.41 -0.24  0.196
H 0.34 -4.91 0.83  0.120
H 1.79 -3.97 0.40  0.129
H -1.71 -4.17 0.18  0.127
H -1.65 -2.77 -0.87  0.115
C -1.71 -0.47 1.91  -0.644
O -1.11 0.01 0.91  -0.115
N -2.98 -0.16 2.23  0.196
N -1.11 -1.30 2.77  0.198
H -3.49 0.42 1.58  0.127
H -3.28 -0.46 3.13  0.119
H -1.67 -1.63 3.53  0.119
H -0.22 -1.73 2.58  0.118
C 2.40 3.48 -1.35  -0.610
O 2.08 2.32 -1.66  -0.053
N 2.50 4.56 -2.16  0.199
N 2.77 3.75 -0.08  0.204
H 2.87 5.36 -1.68  0.116
H 2.92 4.42 -3.07  0.136
H 2.59 3.09 0.67  0.127
H 3.21 4.59 0.27  0.129


The lowest LUMO belongs to which entry? C3H13AlN6O4